(1)
Below is a single C5H6Cl2O molecule in a non-equilibrium geometry, with properties calculated with ωB97M-V/def2-TZVPD.

Each line ends with the natural charge from an NBO analysis.
Element x y z (Å)
Cl1 -2.714 1.427 -0.125  0.01
C1 -1.913 -0.084 0.252  -0.25
Cl2 -2.860 -1.440 -0.357  -0.01
C2 -0.453 -0.081 -0.103  -0.08
C3 0.277 1.008 -0.393  -0.19
C4 1.730 0.703 -0.254  -0.10
O1 1.799 -0.691 -0.239  -0.51
C5 0.574 -1.238 0.111  -0.08
H1 -1.930 -0.215 1.366  0.23
H2 -0.106 2.051 -0.473  0.24
H3 2.111 1.176 0.671  0.17
H4 2.424 1.022 -1.040  0.20
H5 0.437 -2.073 -0.588  0.20
H6 0.624 -1.566 1.172  0.17

Computed properties:
E_HOMO ... -0.3472 Eh
Gap between HOMO and LUMO ... 10.2 eV
Energy above the lowest of the compared OMol25 structures with the same formula, charge and spin ... 70.7 kJ/mol
Maximum force ... 0.0366 Eh/bohr

=====

(2)
Below is 2 unconnected molecules or ions with the total composition C5H13N2 in a non-equilibrium geometry, with properties calculated with ωB97M-V/def2-TZVPD.

Each line ends with the Löwdin spin population.
Element x y z (Å)
C1 0.994 1.566 0.960  0.07
C2 -0.142 0.905 0.339  0.60
C3 -1.457 1.496 0.196  0.07
C4 0.297 -2.100 -1.272  0.03
C5 -0.565 -1.221 0.895  0.59
N1 1.006 1.155 -0.514  0.07
N2 0.322 -1.840 0.170  0.35
H1 0.992 2.642 1.097  0.02
H2 1.727 1.005 1.531  0.01
H3 -1.970 1.285 1.063  0.00
H4 -1.993 0.992 -0.656  0.01
H5 -1.654 2.614 -0.032  0.03
H6 0.845 -2.977 -1.468  0.00
H7 -0.765 -2.274 -1.525  0.00
H8 0.675 -1.230 -1.941  0.02
H9 -1.614 -1.215 0.590  0.03
H10 -0.477 -1.088 1.965  0.04
H11 1.038 1.788 -1.306  0.01
H12 1.313 -1.721 0.474  0.01
H13 1.426 0.218 -0.566  0.01

Computed properties:
2S+1 ... 3
E_HOMO (spin up / spin down) ... -0.3265 / -0.5516 Eh
Gap between HOMO and LUMO (spin up / spin down) ... 5.7 / 9.5 eV
Total charge ... +1
Energy above the lowest of the compared OMol25 structures with the same formula, charge and spin ... 208.6 kJ/mol
⟨S²⟩ ... 2.0066
Maximum force ... 0.1175 Eh/bohr

=====

(3)
Below is 17 unconnected molecules or ions with the total composition H34O17 in a non-equilibrium geometry, with properties calculated with ωB97M-V/def2-TZVPD.

Each line ends with the natural charge from an NBO analysis.
Element x y z (Å)
O1 1.506 -2.134 -4.557  -0.95
H1 0.858 -2.841 -4.482  0.47
H2 1.597 -1.634 -3.744  0.47
O2 4.263 -1.629 -0.483  -0.99
H3 3.864 -1.888 -1.332  0.51
H4 5.232 -1.735 -0.592  0.48
O3 -2.397 2.213 -0.892  -0.94
H5 -1.490 1.871 -0.813  0.47
H6 -2.154 3.056 -1.259  0.46
O4 0.538 3.948 0.853  -0.95
H7 0.238 4.455 0.096  0.47
H8 0.891 3.164 0.425  0.48
O5 -1.893 -5.269 -0.071  -0.95
H9 -1.421 -5.203 0.776  0.47
H10 -2.239 -4.416 -0.307  0.47
O6 -2.025 -4.571 -2.343  -0.95
H11 -2.911 -4.872 -2.043  0.48
H12 -1.566 -5.307 -2.745  0.48
O7 -0.958 2.415 3.840  -0.94
H13 -0.698 3.293 3.463  0.48
H14 -0.203 1.907 3.590  0.46
O8 1.995 2.174 -0.976  -0.97
H15 2.606 2.312 -0.246  0.49
H16 2.547 2.456 -1.699  0.48
O9 3.490 0.325 1.683  -0.96
H17 3.460 -0.199 0.880  0.49
H18 2.505 0.376 1.868  0.48
O10 2.493 -0.835 -2.143  -0.98
H19 1.502 -0.675 -2.258  0.49
H20 2.684 -0.229 -1.427  0.50
O11 -4.474 -1.062 3.959  -0.94
H21 -4.978 -1.703 3.474  0.46
H22 -3.950 -0.633 3.338  0.46
O12 -5.056 0.297 0.721  -0.95
H23 -4.588 0.876 0.137  0.49
H24 -4.481 -0.378 1.058  0.46
O13 -0.586 -1.255 -0.522  -0.98
H25 -0.855 -1.968 -1.102  0.50
H26 -0.534 -1.464 0.408  0.48
O14 4.183 3.088 2.164  -0.96
H27 3.824 2.223 1.790  0.48
H28 4.397 3.579 1.372  0.46
O15 -2.595 -0.191 -3.015  -0.98
H29 -2.602 -0.083 -2.057  0.49
H30 -3.295 0.233 -3.527  0.49
O16 -3.367 0.913 2.454  -0.98
H31 -4.241 0.788 2.807  0.48
H32 -2.991 1.730 2.824  0.51
O17 4.625 1.589 -0.382  -0.97
H33 5.452 1.781 -0.848  0.48
H34 4.948 0.892 0.198  0.49

Computed properties:
E_HOMO ... -0.3888 Eh
Gap between HOMO and LUMO ... 10.2 eV
Energy above the lowest of the compared OMol25 structures with the same formula, charge and spin ... 378.3 kJ/mol
Maximum force ... 0.0521 Eh/bohr

=====

(4)
Below is 2 unconnected molecules or ions with the total composition C4H12N2O3 in a non-equilibrium geometry, with properties calculated with ωB97M-V/def2-TZVPD.

Each line ends with the natural charge from an NBO analysis.
Element x y z (Å)
N1 1.302 0.954 -2.196  -0.87
C1 1.332 -0.090 -1.148  -0.25
C2 1.210 0.508 0.315  -0.40
C3 -0.184 0.247 0.875  -0.26
N2 -0.350 -1.181 1.072  -0.64
C4 -1.033 -1.721 2.111  0.87
O1 -0.833 -2.841 2.520  -0.62
O2 -1.857 -0.848 2.795  -0.73
H1 1.996 0.756 -2.904  0.37
H2 1.528 1.863 -1.805  0.35
H3 2.209 -0.688 -1.242  0.19
H4 0.322 -0.503 -1.199  0.19
H5 1.972 0.057 0.943  0.21
H6 1.429 1.566 0.154  0.20
H7 -0.846 0.641 0.109  0.24
H8 -0.200 0.807 1.805  0.22
H9 0.203 -1.845 0.563  0.41
H10 -2.740 -0.982 2.437  0.49
O3 -1.799 0.876 -1.532  -0.99
H11 -2.603 1.352 -1.561  0.49
H12 -1.060 1.071 -2.110  0.51

Computed properties:
E_HOMO ... -0.3445 Eh
Gap between HOMO and LUMO ... 10.0 eV
Energy above the lowest of the compared OMol25 structures with the same formula, charge and spin ... 139.9 kJ/mol
Maximum force ... 0.0530 Eh/bohr

=====

(5)
Below is a molecular structure, C45H48N6O3PSSeTl, with properties calculated with ωB97M-V/def2-TZVPD.

Each line ends with the natural charge from an NBO analysis.
Element x y z (Å)
Tl1 0.523 -0.283 -0.194  1.66
C1 -2.557 1.477 -1.947  -0.41
C2 -1.802 1.262 -3.265  -0.41
C3 -0.491 0.461 -3.189  -0.21
N1 0.343 0.916 -2.091  -0.67
C4 1.282 1.821 -2.243  0.34
C5 1.828 2.174 -3.499  -0.35
C6 2.624 3.235 -3.901  -0.14
C7 2.986 4.376 -3.209  -0.31
C8 2.763 4.586 -1.853  -0.16
C9 2.343 3.695 -0.888  -0.28
C10 1.877 2.352 -0.969  0.23
N2 1.780 1.573 0.070  -0.61
C11 2.582 1.746 1.278  -0.23
C12 1.786 1.579 2.578  -0.42
C13 1.261 0.153 2.826  -0.24
N3 0.125 -0.189 1.981  -0.67
C14 -1.121 0.037 2.323  0.34
C15 -1.447 0.743 3.509  -0.35
C16 -2.631 0.903 4.201  -0.11
C17 -3.881 0.353 3.965  -0.31
C18 -4.222 -0.390 2.848  -0.15
C19 -3.494 -0.667 1.703  -0.28
C20 -2.154 -0.410 1.328  0.21
N4 -1.717 -0.644 0.104  -0.65
C21 -2.637 -0.927 -0.988  -0.23
C22 -3.414 0.308 -1.452  -0.40
H1 -3.228 2.328 -2.087  0.20
H2 -1.852 1.766 -1.163  0.23
H3 -1.550 2.246 -3.675  0.20
H4 -2.458 0.772 -3.994  0.20
H5 0.008 0.535 -4.154  0.20
H6 -0.696 -0.598 -3.038  0.19
H7 1.611 1.457 -4.280  0.21
H8 2.953 3.185 -4.934  0.21
H9 3.483 5.164 -3.761  0.21
H10 3.018 5.572 -1.481  0.20
H11 2.341 4.080 0.122  0.20
H12 3.082 2.715 1.285  0.19
H13 3.362 0.979 1.244  0.22
H14 0.943 2.273 2.569  0.23
H15 2.447 1.848 3.408  0.21
H16 1.003 0.022 3.880  0.20
H17 2.056 -0.558 2.589  0.22
H18 -0.606 1.257 3.954  0.22
H19 -2.553 1.529 5.085  0.21
H20 -4.656 0.535 4.699  0.21
H21 -5.239 -0.768 2.831  0.21
H22 -4.065 -1.194 0.950  0.20
H23 -3.346 -1.719 -0.723  0.19
H24 -2.051 -1.333 -1.810  0.20
H25 -4.011 0.667 -0.609  0.21
H26 -4.114 0.002 -2.238  0.20
O1 1.876 -1.658 -1.935  -1.00
S1 3.067 -1.747 -1.068  2.41
O2 4.284 -1.252 -1.641  -0.94
O3 2.734 -1.214 0.278  -1.01
C23 3.207 -3.476 -0.688  -0.22
C24 4.416 -4.137 -0.798  -0.21
C25 4.513 -5.447 -0.350  -0.20
C26 3.409 -6.067 0.218  -0.19
C27 2.198 -5.394 0.327  -0.19
C28 2.074 -4.087 -0.126  -0.34
P1 0.457 -3.179 -0.050  0.97
C29 -0.220 -3.627 1.580  -0.36
C30 0.628 -3.583 2.689  -0.22
C31 0.117 -3.718 3.971  -0.16
C32 -1.250 -3.883 4.161  -0.22
C33 -2.103 -3.898 3.067  -0.20
C34 -1.592 -3.763 1.782  -0.21
C35 -0.509 -4.167 -1.256  -0.38
C36 -0.679 -3.642 -2.536  -0.13
C37 -1.430 -4.321 -3.486  -0.23
C38 -2.009 -5.541 -3.168  -0.19
C39 -1.816 -6.090 -1.906  -0.22
C40 -1.075 -5.406 -0.954  -0.19
H27 5.263 -3.612 -1.223  0.24
H28 5.450 -5.981 -0.434  0.22
H29 3.489 -7.083 0.582  0.22
H30 1.351 -5.895 0.779  0.22
H31 1.692 -3.431 2.542  0.23
H32 0.782 -3.684 4.824  0.21
H33 -1.650 -3.989 5.162  0.22
H34 -3.171 -4.004 3.213  0.22
H35 -2.266 -3.754 0.933  0.22
H36 -0.183 -2.713 -2.790  0.22
H37 -1.565 -3.896 -4.473  0.22
H38 -2.606 -6.069 -3.903  0.21
H39 -2.246 -7.053 -1.662  0.22
H40 -0.950 -5.837 0.032  0.22
C41 1.171 5.889 2.408  -0.41
N5 0.532 6.030 1.115  -0.38
C42 0.816 7.033 0.200  -0.09
C43 0.016 6.836 -0.861  -0.06
N6 -0.758 5.723 -0.584  -0.37
C44 -1.737 5.133 -1.478  -0.41
C45 -0.450 5.221 0.637  0.25
Se1 -1.219 3.774 1.461  -0.31
H41 0.827 6.662 3.095  0.21
H42 2.253 5.963 2.293  0.21
H43 0.908 4.914 2.812  0.25
H44 1.558 7.790 0.388  0.23
H45 -0.068 7.382 -1.784  0.23
H46 -2.097 5.898 -2.162  0.21
H47 -2.561 4.740 -0.886  0.24
H48 -1.294 4.309 -2.040  0.22

Computed properties:
E_HOMO ... -0.2489 Eh
Gap between HOMO and LUMO ... 7.3 eV
Maximum force ... 0.0093 Eh/bohr

=====

(6)
Below is a single C27H36N6O3 molecule in a non-equilibrium geometry, with properties calculated with ωB97M-V/def2-TZVPD.

Each line ends with the natural charge from an NBO analysis.
Element x y z (Å)
C1 -3.336 -4.410 2.032  -0.62
C2 -2.837 -4.352 0.600  -0.07
O1 -1.434 -4.083 0.620  -0.52
C3 -0.886 -3.641 -0.515  0.81
O2 -1.509 -3.484 -1.533  -0.60
C4 0.609 -3.408 -0.353  -0.33
C5 0.926 -2.668 0.948  -0.38
C6 0.406 -1.236 0.869  -0.24
N1 1.051 -0.556 -0.239  -0.44
C7 0.872 0.900 -0.245  -0.13
C8 -0.567 1.339 -0.386  -0.15
C9 -1.462 1.366 0.625  -0.12
C10 -2.831 1.709 0.406  -0.05
C11 -3.770 1.739 1.445  -0.19
C12 -5.084 2.066 1.198  -0.03
C13 -6.103 2.112 2.296  -0.63
C14 -5.469 2.364 -0.115  -0.18
C15 -4.580 2.348 -1.168  -0.07
C16 -5.023 2.675 -2.564  -0.64
C17 -3.239 2.018 -0.903  0.24
N2 -2.298 1.996 -1.898  -0.58
C18 -0.968 1.689 -1.746  0.64
O3 -0.216 1.735 -2.708  -0.64
C19 1.552 1.465 0.950  0.35
N3 1.032 1.825 2.103  -0.33
N4 2.040 2.236 2.860  -0.07
N5 3.144 2.146 2.244  -0.07
N6 2.892 1.667 1.026  -0.18
C20 3.921 1.373 0.062  -0.04
C21 5.153 2.234 0.325  -0.40
C22 6.235 1.910 -0.701  -0.40
C23 6.597 0.428 -0.652  -0.40
C24 5.360 -0.432 -0.898  -0.40
C25 4.277 -0.115 0.127  -0.43
C26 0.674 -1.175 -1.500  -0.23
C27 1.169 -2.618 -1.537  -0.39
H1 -4.398 -4.636 2.039  0.22
H2 -3.172 -3.456 2.526  0.21
H3 -2.804 -5.181 2.581  0.21
H4 -3.341 -3.563 0.030  0.20
H5 -3.003 -5.305 0.084  0.18
H6 1.065 -4.405 -0.323  0.24
H7 0.472 -3.179 1.797  0.23
H8 2.008 -2.648 1.090  0.21
H9 0.642 -0.706 1.794  0.22
H10 -0.691 -1.253 0.753  0.17
H11 1.395 1.262 -1.142  0.26
H12 -1.144 1.151 1.634  0.25
H13 -3.440 1.505 2.446  0.21
H14 -6.532 3.110 2.372  0.22
H15 -6.915 1.415 2.091  0.22
H16 -5.655 1.853 3.252  0.22
H17 -6.502 2.619 -0.305  0.21
H18 -4.839 1.836 -3.236  0.22
H19 -4.491 3.546 -2.946  0.22
H20 -6.087 2.894 -2.579  0.23
H21 -2.581 2.236 -2.840  0.42
H22 3.516 1.602 -0.932  0.21
H23 5.517 2.032 1.333  0.22
H24 4.883 3.290 0.273  0.22
H25 7.120 2.517 -0.501  0.21
H26 5.876 2.163 -1.701  0.19
H27 7.358 0.208 -1.403  0.21
H28 7.014 0.190 0.329  0.20
H29 5.623 -1.490 -0.837  0.21
H30 4.976 -0.240 -1.902  0.19
H31 4.639 -0.345 1.132  0.20
H32 3.377 -0.703 -0.064  0.25
H33 1.124 -0.607 -2.316  0.22
H34 -0.417 -1.167 -1.646  0.18
H35 0.850 -3.077 -2.473  0.23
H36 2.259 -2.631 -1.490  0.21

Computed properties:
E_HOMO ... -0.3027 Eh
Gap between HOMO and LUMO ... 8.5 eV
Energy above the lowest of the compared OMol25 structures with the same formula, charge and spin ... 0.0 kJ/mol
Maximum force ... 0.0310 Eh/bohr

=====

Look up the maximum force of the first one.
0.0366 Eh/bohr